# 1
Density functional theory data (ωB97M-V with the def2-TZVPD basis set) for C13H33INO12P3Si as an isolated structure in a non-equilibrium geometry.

Geometry as XYZ:
```
64
Properties=species:S:1:pos:R:3:lowdin_charge:R:1
P 2.1899 -1.7826 -1.9723 0.30
H -3.1353 -1.1418 -1.2302 0.08
C 4.9973 2.1238 4.8852 -0.28
C 5.9354 1.6247 -0.8548 -0.07
H -5.4547 -2.5719 -2.6147 0.11
H 6.2225 0.6497 5.8663 0.07
H -2.9364 -2.0715 -2.7322 0.08
H 5.1801 -0.0108 4.6187 0.07
I 0.7007 -5.1681 -3.0771 0.56
O -5.5670 -1.8205 -0.6542 -0.18
C -8.8129 -3.0705 -1.1667 -0.28
C 5.2297 0.7264 5.4200 -0.07
O 5.6360 3.8166 1.8693 -0.18
P 5.2561 2.3345 2.2434 0.45
H 7.0190 4.9122 -0.0267 0.08
H 6.8741 5.2826 2.5274 0.12
H 4.4889 0.4724 6.1791 0.08
P -6.9804 -1.1600 -0.8838 0.46
H 8.5636 5.1031 0.8326 0.08
O 4.0460 1.5065 2.3398 -0.22
H 2.3442 -0.6662 -0.1434 0.08
O -8.0772 -0.6192 -0.0733 -0.21
H -10.9467 -3.0129 -1.4914 0.08
O -6.7068 -0.1933 -2.1409 -0.19
H 7.5561 3.6775 2.7165 0.11
H -10.0872 -1.5598 -2.0352 0.08
H 5.6102 1.0428 -1.7176 0.08
O -0.7202 -2.7476 -1.1152 -0.19
C -1.1547 -2.9851 0.0811 -0.47
N -1.4456 -3.2277 1.1699 0.17
H 5.2050 2.4160 -0.6708 0.08
H -7.5043 1.5476 -1.3373 0.11
C 6.9827 4.3117 2.0458 -0.24
H -4.4671 -3.3542 -1.3950 0.12
H -9.9812 -3.0379 -2.9755 0.07
C -10.0319 -2.6455 -1.9584 -0.07
H -3.9675 -0.6466 -2.6986 0.07
H -5.3704 2.7261 -1.0644 0.08
C -3.6445 -1.5116 -2.1207 -0.07
O 6.4269 1.4867 1.5338 -0.18
H -8.6539 -4.1454 -1.2709 0.12
H 1.2119 -4.0529 -0.0905 -0.01
C 7.6834 4.4703 0.7155 -0.07
O 5.8393 2.3831 3.7594 -0.21
H -5.1860 1.1202 -0.3344 0.08
H -6.7412 1.6823 -2.9133 0.12
H 6.8799 2.1083 -1.1033 0.07
C -6.6477 1.2218 -1.9302 -0.27
H -4.4983 1.4470 -1.9173 0.07
Si 0.8077 -3.4743 -1.3831 0.10
H 8.0155 3.5060 0.3331 0.06
C -4.8208 -2.3868 -1.7516 -0.24
O 1.8247 -0.5871 -0.9565 -0.15
H 3.9491 2.2718 4.6281 0.11
H 5.1885 0.1526 0.5365 0.10
H 5.2521 2.8636 5.6459 0.12
C -5.3515 1.6561 -1.2719 -0.07
O 2.0566 -1.3984 -3.3738 -0.29
O -7.6371 -2.4297 -1.6630 -0.21
O 3.6767 -2.2549 -1.5456 -0.16
H 3.6224 -2.8030 -0.7503 0.06
C 6.0971 0.7336 0.3643 -0.27
H 6.9079 0.0247 0.1998 0.12
H -8.9487 -2.8646 -0.1055 0.11
```

Results
Electronic energy in eV: -83928.354
Frontier orbital gap in eV: 9.786
F_max in eV/Å: 4.98
E_HOMO in eV: -10.2



# 2
Density functional theory data (ωB97M-V with the def2-TZVPD basis set) for C44H36F5NO4PSbTeW as an isolated structure in a non-equilibrium geometry.

Geometry as XYZ:
```
94
Properties=species:S:1:pos:R:3:lowdin_charge:R:1
N 0.4125 -0.6129 1.6224 -0.21
C 0.9471 -3.0338 -3.2435 -0.07
C -4.5718 3.0892 0.6063 -0.07
C -3.6054 -2.4391 3.7598 0.01
H -5.3701 2.7065 1.2295 0.12
C 1.1732 -0.6179 -3.3479 -0.11
C 2.6541 3.7175 1.1346 -0.08
H 5.7541 0.4661 -1.3150 0.13
C 1.2423 -1.8143 -2.6260 -0.38
H 4.6533 -5.4646 -1.2671 0.12
C 1.8254 -3.9289 0.8532 -0.10
H -1.5291 1.2365 -3.8201 0.10
H 3.9816 -6.5265 0.8617 0.12
C -2.9628 -2.2795 6.4683 -0.04
C -4.2714 -2.0808 6.0350 -0.03
C 0.7237 3.9650 2.5459 -0.06
C 2.1856 -3.3360 -0.3548 -0.35
H 3.5337 -3.4104 -2.0341 0.12
P 1.4180 -1.7740 -0.8649 1.05
H 5.9216 0.9872 1.0946 0.13
C 2.7607 -0.2539 1.0057 -0.20
C -4.6673 4.3486 0.0353 -0.06
H 0.8035 0.2753 -5.2516 0.11
H 1.3874 0.3308 -2.8723 0.08
C 1.6506 -0.3002 1.8944 0.01
O -0.4907 -0.1416 2.5999 -0.04
H 1.0217 4.1681 -1.9633 0.09
C 0.8543 -0.6498 -4.6929 -0.05
Sb -0.6350 1.6083 -0.9176 1.53
F -2.9875 -2.4247 -0.2848 -0.45
C -0.1928 4.0607 -5.1234 -0.06
H 0.2610 4.3632 3.4400 0.11
H 1.0365 -3.5262 1.4845 0.06
H 2.6482 4.8064 2.9837 0.11
H 3.7474 -0.6659 -2.2128 0.12
H 1.8238 0.0728 2.9014 0.17
O -1.9641 -0.5119 0.6165 -0.77
C 0.6334 -3.0514 -4.5903 -0.03
H 1.0761 5.4385 -4.0749 0.11
H -1.4758 2.5319 -5.9130 0.11
H -5.5491 4.9537 0.1976 0.12
C -4.5952 -2.1642 4.6873 -0.04
H -3.8381 -2.4956 2.7042 0.12
C 0.4765 3.8022 -2.8252 -0.13
F -1.4696 -1.3283 -1.7080 -0.56
C 0.5467 2.7281 0.4800 -0.38
C -1.2153 -2.7869 3.2301 -0.45
W -0.7955 -1.8562 0.4954 1.85
C -0.9628 2.1621 -3.8631 -0.16
F -0.7297 -3.4076 -0.4754 -0.33
C 3.4882 -5.6233 0.5285 -0.03
H -1.0788 3.0335 1.8636 0.10
H -2.7263 -2.2100 7.5214 0.12
C 4.9240 0.2487 -0.6550 0.01
C -2.4046 2.7714 -0.4293 -0.37
C 3.2286 -3.8778 -1.1055 -0.07
C -1.9683 -2.5625 5.5538 0.00
H 0.3198 -1.8853 -6.3609 0.12
C -0.9262 2.8846 -5.0493 -0.07
H -0.1161 -0.4024 3.4609 0.12
C -0.2776 2.6298 -2.7437 -0.42
O -0.0367 -2.6965 3.4765 0.08
C 0.5103 4.5173 -4.0171 -0.06
C -3.6193 4.8326 -0.7332 -0.05
C 5.0151 0.5552 0.6937 -0.01
H 3.7016 3.9106 0.9355 0.11
H -5.6146 -2.0131 4.3600 0.12
H 3.9792 0.5638 2.5742 0.14
C -2.2929 -2.6363 4.1973 -0.15
C 3.8621 -5.0304 -0.6710 -0.04
H 2.2019 -5.5137 2.2444 0.12
C 2.0651 4.2174 2.2877 -0.07
C -2.5015 4.0450 -0.9808 -0.10
F -4.0959 -1.6016 -2.2577 -0.44
H 0.4055 -3.9916 -5.0739 0.12
H -5.0448 -1.8661 6.7608 0.12
C 2.7138 -0.6459 -0.3441 -0.27
C -0.0338 3.2182 1.6503 -0.12
O -1.5790 -2.8492 1.8813 -0.20
H 2.3692 2.5932 -0.6675 0.10
H -1.7165 4.4291 -1.6175 0.09
H -3.3334 1.4188 0.9962 0.06
H -0.9487 -2.7377 5.8698 0.13
C 3.7838 -0.3775 -1.1701 -0.04
H -3.6703 5.8270 -1.1578 0.12
Te -3.3620 -0.5751 -0.8885 1.98
H -0.1681 4.6228 -6.0477 0.11
C 2.4753 -5.0684 1.2976 -0.04
C -3.4353 2.3171 0.3938 -0.22
C 3.9357 0.3068 1.5224 0.02
F -4.7404 -0.8642 0.3278 -0.42
H 0.9526 -3.9553 -2.6777 0.12
C 0.5843 -1.8647 -5.3118 -0.02
C 1.8999 2.9697 0.2379 -0.17
```

Results
Electronic energy in eV: -94410.196
Frontier orbital gap in eV: 4.538
F_max in eV/Å: 4.27
E_HOMO in eV: -13.0
Charge: +2



# 3
Density functional theory data (ωB97M-V with the def2-TZVPD basis set) for C30H75F2K3NO24P5S2 as an isolated structure in a non-equilibrium geometry.

Geometry as XYZ:
```
142
Properties=species:S:1:pos:R:3:lowdin_charge:R:1
C 4.7382 -6.0056 -1.7744 -0.29
H 4.0238 -0.3891 1.0752 0.09
H 3.1543 -5.9240 -3.1671 0.07
H -1.5536 9.4720 -6.1728 0.07
H 0.1813 3.0593 -4.0714 0.04
C 0.1707 3.8049 -4.8664 -0.05
C 3.7255 -0.3521 -2.7495 -0.04
H 3.5878 -0.6492 7.4185 0.06
H 4.3099 -6.8869 -1.2969 0.12
C 0.8615 0.8005 -6.8159 -0.04
C -3.0025 1.8335 6.0665 -0.03
H -2.9666 6.5946 -3.1942 0.12
F -0.8495 2.2366 -2.0693 -0.26
C -2.8586 6.6659 -2.1119 -0.34
C 7.6996 -4.1439 2.1339 -0.07
P 1.3241 -2.3773 -4.9976 0.47
H -0.1226 9.8376 -3.9941 0.12
P 0.3216 0.4915 4.6718 0.48
C -7.4866 1.7615 6.0620 -0.07
O -0.7304 1.2219 5.5908 -0.14
H 6.6743 -5.6509 0.9133 0.12
C 0.9948 -2.8711 4.7642 -0.04
H 4.1734 -0.4441 -1.7601 0.07
C 2.7624 -1.5248 -2.9628 -0.27
S -1.2910 -0.3515 0.5613 0.41
H 5.1803 -1.6414 1.7751 0.08
F -2.3541 -1.5976 0.4718 -0.23
C -7.4258 -2.1618 2.8515 -0.28
H 1.6412 -3.5920 4.2637 0.08
H -7.8952 1.0130 6.7408 0.10
H -6.1048 -3.8622 3.0195 0.07
H 3.7900 -3.7582 -7.8879 0.08
H -2.1433 10.6980 -5.0961 0.07
C -7.3519 1.2036 4.6981 -0.30
H -1.7104 2.5198 4.3281 0.12
H 3.2207 -3.2983 1.4557 0.12
K -3.6749 2.3317 1.4405 0.88
H 1.4991 1.6546 -7.0443 0.08
H 3.2146 -2.5097 -2.8464 0.11
C -6.9668 -3.5525 2.4287 -0.06
H 4.4907 -4.9455 -3.7164 0.07
H -7.8670 -2.1867 3.8479 0.12
P -5.4870 -0.5339 3.7078 0.53
O 0.2954 -3.1621 -4.2227 -0.36
H 0.9256 -1.6701 2.9166 0.09
H 2.0049 -1.4704 -2.1809 0.10
H -6.5341 2.1390 6.4337 0.08
H 3.2086 0.6073 -2.7723 0.07
O -0.2979 5.4237 -3.1676 -0.21
H 7.8123 -3.0697 2.2807 0.08
C 3.6287 0.2955 6.8764 -0.05
H 1.6342 -5.0714 -6.3091 0.12
H -6.6473 -3.4492 1.3917 0.07
O 1.4331 0.1299 5.8128 -0.19
O 2.1959 -1.2725 -4.2144 -0.17
H -3.3140 -1.7925 2.9669 0.11
O -0.3967 -0.9424 4.3485 -0.19
H -0.4778 -2.5984 3.2054 0.09
N -1.5594 0.2245 -0.8134 -0.42
H 4.5294 -0.2870 -3.4827 0.09
O 0.8379 1.2179 3.4912 -0.22
K -3.3990 0.9223 -2.6843 0.93
C -3.0777 -3.5170 4.3366 -0.02
H 0.9075 3.4753 -5.5990 0.06
H -7.6544 -4.3857 2.2835 0.09
C 0.6767 5.1436 -4.1842 -0.24
O 4.3228 -4.9315 -0.9513 -0.18
P 5.1564 -3.5736 -0.8038 0.49
K -1.4515 -2.2841 -2.4269 0.89
H 0.9765 5.9373 -4.8684 0.11
C -0.9756 9.1591 -3.9939 -0.23
H 3.2072 -0.5740 4.9299 0.09
C 0.2716 -2.0001 3.7237 -0.29
H -3.1210 0.8636 6.5496 0.09
H -1.4966 9.3190 -3.0499 0.10
H -8.3258 -1.9618 2.2701 0.12
H 1.2266 -3.8986 -7.5502 0.12
H -3.8784 2.1383 5.4938 0.06
O 0.9092 1.0930 -0.9793 -0.19
H 7.7323 -4.4804 0.0555 0.12
H -2.0174 -3.5375 4.0849 0.05
H -2.1642 0.9903 4.2375 0.07
O 4.0069 -2.4818 -0.3974 -0.22
H -8.1720 2.6017 5.9507 0.09
H -2.8203 2.5438 6.8729 0.09
H 3.6661 -1.2679 2.6094 0.06
O 5.9078 -3.7422 0.6022 -0.21
H 5.8060 -6.2237 -1.7578 0.12
H 8.6707 -4.6243 2.2536 0.08
O -0.7304 2.5226 0.2598 -0.23
H 2.9023 -5.0916 -8.5487 0.08
H -8.3242 0.8439 4.3615 0.13
H 3.0289 1.1880 4.9443 0.11
O 0.6068 -1.5670 -6.1808 -0.19
O -6.5453 0.0461 4.8351 -0.18
H -2.9046 9.1009 -5.1310 0.06
O -1.6340 7.1928 -1.7661 -0.16
O -4.8108 -1.7969 4.3603 -0.13
C -3.9829 7.3856 -1.4209 -0.05
H 3.8033 -5.3566 -6.9951 0.08
H -7.0036 1.9721 4.0080 0.12
H 1.6547 -2.2437 5.3633 0.06
H -4.3677 8.1157 -2.1329 0.08
H -3.5884 -4.3193 3.8041 0.07
H 0.3036 -3.3598 5.4509 0.08
O -0.1365 -1.1851 0.7800 -0.23
C 3.2372 -4.6549 -7.6077 -0.04
C -3.5625 -2.0726 3.9906 -0.33
O 0.9311 7.3961 -1.9447 -0.21
H -3.1737 -3.7138 5.4043 0.09
O 2.3803 -3.1923 -5.8514 -0.17
H 2.3640 -2.0626 0.6307 0.10
H 7.1388 -4.4147 3.0285 0.08
H 1.5626 -1.1298 -7.8715 0.13
O -1.8445 0.3324 1.7104 -0.32
O -4.4855 0.4044 3.1536 -0.33
C 4.1494 -1.3168 1.6336 -0.04
C -1.9072 1.7024 5.0217 -0.31
H 4.5378 -6.7644 -3.7447 0.08
C 2.8187 0.2721 5.4967 -0.25
C 4.2426 -5.8703 -3.1955 -0.07
H 3.2019 0.8863 7.6869 0.07
H -4.7809 6.7250 -1.0821 0.07
O -0.5802 7.7782 -4.0529 -0.20
O 5.9716 -3.2087 -2.0182 -0.24
H -3.6363 7.8337 -0.4897 0.09
C 3.3750 -2.3888 0.8751 -0.27
S -0.4421 1.4511 -0.6628 0.57
H 0.4524 1.0078 -5.8272 0.05
C 7.0252 -4.6198 0.8733 -0.23
C 1.4057 -0.6730 -6.8944 -0.26
H -2.9216 -1.5272 4.6833 0.11
H 4.6566 0.5464 6.6145 0.07
H 1.6364 5.0939 -3.6699 0.12
P -0.2962 6.9911 -2.6523 0.49
C -1.9511 9.6276 -5.1699 -0.05
H -2.9646 5.6029 -1.8952 0.10
C 1.9821 -4.1694 -6.8126 -0.25
H 2.3727 -0.6636 -6.3915 0.10
H -0.8696 3.7546 -5.1877 0.07
H 0.0693 0.8340 -7.5638 0.07
O -6.4334 -1.1913 2.5321 -0.18
```

Results
ΔE to the lowest compared entry with this formula, charge and spin in kJ/mol: 0.0
Electronic energy in eV: -205481.081
Frontier orbital gap in eV: 6.779
F_max in eV/Å: 10.70
E_HOMO in eV: -13.5
Charge: +2